1.
ORCA calculation (ωB97M-V/def2-TZVPD) on 9 unconnected molecules or ions with the total composition C36H54O27.

Last column: Löwdin charge in e.
CARTESIAN COORDINATES (ANGSTROEM)
1 C -36.75 -22.47 9.50  0.00
2 C -37.92 -21.54 9.00  -0.31
3 C -38.59 -21.83 7.71  -0.10
4 O -39.92 -22.02 8.10  0.07
5 C -40.09 -21.80 9.44  -0.52
6 O -41.12 -21.93 10.08  0.15
7 O -38.90 -21.60 9.97  0.12
8 H -35.84 -22.54 8.90  0.07
9 H -37.03 -23.53 9.52  0.07
10 H -36.35 -22.27 10.49  0.09
11 H -37.42 -20.57 9.00  0.15
12 H -38.12 -22.76 7.39  0.11
13 H -38.46 -21.05 6.96  0.15
14 C -32.55 -28.42 3.33  0.00
15 C -33.39 -28.08 4.59  -0.30
16 C -34.32 -29.22 5.15  -0.04
17 O -34.02 -29.12 6.53  0.08
18 C -32.93 -28.44 6.77  -0.60
19 O -32.46 -28.13 7.83  0.15
20 O -32.48 -27.99 5.61  0.08
21 H -31.76 -27.68 3.24  0.08
22 H -33.20 -28.40 2.45  0.09
23 H -32.17 -29.44 3.41  0.08
24 H -33.87 -27.10 4.54  0.14
25 H -34.06 -30.21 4.78  0.13
26 H -35.37 -28.99 4.97  0.13
27 C -30.27 -23.83 3.24  0.00
28 C -31.52 -24.22 4.11  -0.29
29 C -32.30 -22.95 4.44  -0.08
30 O -33.55 -23.15 3.77  0.11
31 C -33.58 -24.32 3.22  -0.61
32 O -34.54 -24.82 2.65  0.11
33 O -32.46 -25.03 3.41  0.09
34 H -29.55 -23.28 3.85  0.08
35 H -30.64 -23.14 2.48  0.09
36 H -29.77 -24.73 2.87  0.08
37 H -31.17 -24.54 5.09  0.12
38 H -31.78 -22.09 4.02  0.13
39 H -32.46 -22.88 5.51  0.11
40 C -25.83 -27.28 3.87  -0.01
41 C -26.35 -27.06 5.30  -0.31
42 C -25.68 -25.90 6.07  -0.09
43 O -26.79 -25.26 6.58  0.10
44 C -27.90 -25.63 6.02  -0.57
45 O -28.95 -25.02 6.25  0.10
46 O -27.65 -26.58 5.17  0.12
47 H -26.54 -27.96 3.39  0.09
48 H -24.83 -27.71 3.99  0.09
49 H -25.74 -26.36 3.30  0.09
50 H -26.28 -27.98 5.87  0.16
51 H -25.07 -25.29 5.40  0.14
52 H -25.07 -26.31 6.87  0.14
53 C -31.37 -23.62 8.28  -0.01
54 C -32.24 -24.84 8.12  -0.25
55 C -33.41 -24.90 9.12  -0.08
56 O -34.60 -24.97 8.34  0.04
57 C -34.29 -25.03 7.01  -0.52
58 O -35.10 -25.14 6.15  0.16
59 O -32.94 -24.86 6.84  0.07
60 H -31.07 -23.60 9.32  0.08
61 H -31.87 -22.68 8.05  0.08
62 H -30.46 -23.68 7.68  0.07
63 H -31.54 -25.67 8.23  0.15
64 H -33.53 -23.97 9.68  0.09
65 H -33.34 -25.71 9.84  0.14
66 C -28.38 -20.47 9.68  -0.01
67 C -28.69 -19.88 8.29  -0.26
68 C -28.29 -20.73 7.08  -0.07
69 O -29.43 -20.52 6.26  0.04
70 C -30.50 -20.08 6.99  -0.47
71 O -31.71 -19.98 6.56  0.05
72 O -30.15 -19.94 8.27  0.04
73 H -28.82 -19.87 10.48  0.08
74 H -27.30 -20.57 9.78  0.09
75 H -28.94 -21.41 9.73  0.07
76 H -28.50 -18.81 8.16  0.16
77 H -28.20 -21.79 7.33  0.14
78 H -27.50 -20.33 6.45  0.14
79 C -37.64 -26.95 7.26  0.04
80 C -38.46 -25.63 7.64  -0.32
81 C -39.57 -25.51 6.67  -0.05
82 O -40.67 -25.57 7.54  0.17
83 C -40.29 -25.60 8.80  -0.35
84 O -41.10 -25.63 9.73  0.50
85 O -38.97 -25.81 8.88  0.19
86 H -38.27 -27.84 7.30  0.10
87 H -36.77 -27.04 7.91  0.09
88 H -37.29 -26.81 6.24  0.09
89 H -37.86 -24.72 7.58  0.14
90 H -39.66 -26.32 5.95  0.16
91 H -39.57 -24.57 6.12  0.16
92 C -29.98 -24.50 13.93  -0.01
93 C -30.98 -25.39 13.19  -0.32
94 C -31.95 -26.11 14.11  -0.09
95 O -33.11 -25.95 13.37  0.10
96 C -33.07 -24.92 12.54  -0.55
97 O -34.01 -24.39 11.95  0.11
98 O -31.83 -24.54 12.46  0.09
99 H -30.49 -23.90 14.68  0.09
100 H -29.59 -23.73 13.27  0.08
101 H -29.25 -25.15 14.41  0.09
102 H -30.46 -26.01 12.46  0.16
103 H -31.86 -25.76 15.14  0.15
104 H -31.61 -27.14 13.97  0.14
105 C -33.55 -20.30 9.72  0.01
106 C -32.90 -21.29 10.76  -0.28
107 C -31.41 -21.06 11.08  -0.10
108 O -31.34 -21.13 12.49  0.07
109 C -32.60 -21.13 12.99  -0.52
110 O -32.83 -21.12 14.22  0.10
111 O -33.50 -21.06 12.02  0.09
112 H -33.11 -19.32 9.87  0.09
113 H -34.62 -20.21 9.85  0.07
114 H -33.34 -20.63 8.70  0.07
115 H -33.17 -22.31 10.50  0.11
116 H -31.06 -20.13 10.65  0.12
117 H -30.85 -21.92 10.70  0.10

charge: +1
energy relative to the best compared isomer or geometry (same formula, charge and spin): 0.0 kcal per mole
LUMO level (alpha / beta): -3.43 / -9.60 eV
molar mass: 918.8 u
Kohn-Sham gap (alpha / beta): 8.6 / 2.4 eV
spin multiplicity: 2
highest occupied orbital energy (alpha / beta): -0.4429 / -0.4429 Ha



2.
ORCA calculation (ωB97M-V/def2-TZVPD) on a molecular structure, C36H55BaCl3GeN5O6.

Last column: Löwdin charge in e.
CARTESIAN COORDINATES (ANGSTROEM)
1 Ba -0.60 1.19 -0.01  2.01
2 C 2.60 -2.72 2.18  -0.06
3 C 2.56 -2.97 0.68  -0.35
4 C 1.75 -4.24 0.34  -0.11
5 C 0.27 -4.46 0.75  -0.53
6 C -0.12 -5.77 0.01  -0.06
7 C 0.08 -4.72 2.25  -0.03
8 N -0.58 -3.31 0.40  0.02
9 C -1.99 -3.57 0.09  -0.17
10 C -2.46 -3.23 -1.32  -0.18
11 N -2.49 -1.81 -1.65  -0.10
12 C -3.47 -1.08 -0.85  -0.10
13 C -3.48 0.45 -1.12  -0.68
14 O -4.57 1.02 -1.15  0.01
15 O -2.33 1.00 -1.25  -0.48
16 C -2.71 -1.56 -3.08  -0.34
17 C -3.99 -2.20 -3.66  -0.05
18 C -1.52 -1.96 -3.97  -0.10
19 C -0.27 -1.06 -3.95  -0.55
20 C 0.59 -1.45 -5.18  -0.06
21 C -0.64 0.41 -4.10  -0.02
22 N 0.43 -1.20 -2.68  0.01
23 C 1.26 -2.37 -2.46  -0.20
24 C 2.45 -2.03 -1.55  -0.17
25 N 2.15 -1.81 -0.13  -0.09
26 C 2.77 -0.55 0.32  -0.09
27 C 1.91 0.66 -0.09  -0.80
28 O 1.70 0.90 -1.30  -0.15
29 O 1.45 1.35 0.84  -0.41
30 H 2.65 -3.67 2.71  0.08
31 H 1.72 -2.18 2.53  0.03
32 H 3.48 -2.14 2.48  0.07
33 H 3.60 -3.25 0.38  0.13
34 H 2.30 -5.07 0.78  0.12
35 H 1.80 -4.38 -0.74  0.10
36 H 0.69 -6.49 0.11  0.08
37 H -0.28 -5.59 -1.06  0.08
38 H -1.01 -6.22 0.43  0.07
39 H 0.64 -5.61 2.56  0.08
40 H -0.98 -4.89 2.45  0.08
41 H 0.39 -3.88 2.86  0.06
42 H -0.76 -1.87 1.80  0.11
43 H -0.15 -2.69 -0.29  0.09
44 H -2.63 -3.04 0.80  0.09
45 H -2.21 -4.62 0.24  0.10
46 H -3.47 -3.68 -1.43  0.12
47 H -1.80 -3.73 -2.03  0.10
48 H -3.23 -1.18 0.21  0.10
49 H -4.50 -1.44 -0.98  0.12
50 H -2.83 -0.48 -3.16  0.12
51 H -3.89 -3.29 -3.73  0.07
52 H -4.16 -1.80 -4.66  0.07
53 H -4.86 -1.95 -3.05  0.07
54 H -1.89 -1.99 -5.00  0.11
55 H -1.20 -2.98 -3.73  0.11
56 H 0.11 -1.10 -6.09  0.07
57 H 0.70 -2.54 -5.27  0.07
58 H 1.58 -1.01 -5.11  0.09
59 H -1.32 0.56 -4.94  0.09
60 H 0.27 1.00 -4.27  0.09
61 H -1.11 0.78 -3.19  0.06
62 H 0.96 -0.36 -2.47  0.06
63 H 1.70 -2.77 -3.39  0.10
64 H 0.66 -3.18 -2.03  0.09
65 H 2.87 -1.11 -1.95  0.12
66 H 3.21 -2.82 -1.66  0.12
67 H 3.78 -0.43 -0.09  0.13
68 H 2.83 -0.50 1.40  0.07
69 O -2.76 -2.08 3.00  0.09
70 C -2.31 -1.05 2.56  -0.53
71 O -1.12 -0.95 1.99  -0.06
72 C -3.12 0.20 2.48  -0.20
73 C -4.47 0.12 2.84  0.01
74 C -5.27 1.23 2.63  -0.06
75 C -4.70 2.37 2.10  -0.04
76 C -3.35 2.36 1.81  -0.12
77 N -2.57 1.30 1.97  0.05
78 H -4.85 -0.81 3.23  0.12
79 H -6.33 1.19 2.85  0.10
80 H -5.30 3.26 1.91  0.10
81 H -2.85 3.24 1.40  0.09
82 Cl 3.27 0.79 4.29  -0.23
83 Ge 0.97 0.87 3.76  0.12
84 Cl 0.31 2.25 5.57  -0.26
85 Cl 0.47 -1.17 4.90  -0.19
86 C -1.55 5.03 -1.45  -0.07
87 C -0.44 5.04 -0.38  -0.65
88 C 0.91 5.00 -1.12  -0.08
89 C -0.52 3.79 0.49  -0.18
90 C -0.55 6.25 0.54  -0.18
91 C 0.56 6.96 0.99  -0.04
92 C 0.44 7.97 1.94  -0.11
93 C -0.80 8.31 2.46  -0.13
94 C -1.92 7.62 2.02  -0.11
95 C -1.79 6.60 1.09  -0.05
96 H -1.49 4.09 -1.99  0.07
97 H -1.44 5.88 -2.14  0.08
98 H -2.54 5.08 -0.99  0.06
99 H 0.90 4.17 -1.82  0.07
100 H 1.74 4.84 -0.43  0.08
101 H 1.09 5.93 -1.68  0.08
102 H -0.12 4.01 1.49  0.01
103 H 1.55 6.71 0.62  0.10
104 H 1.33 8.49 2.28  0.09
105 H -0.89 9.09 3.21  0.08
106 H -2.89 7.86 2.43  0.09
107 H -2.68 6.05 0.80  0.10

charge: -2
LUMO level (alpha / beta): 3.76 / 3.76 eV
molar mass: 970.2 u
Kohn-Sham gap (alpha / beta): 4.9 / 5.4 eV
spin multiplicity: 2
highest occupied orbital energy (alpha / beta): -0.0404 / -0.0595 Ha



Which value of charge does entry 1 give?
+1



Which of these has the highest molar mass?
C36H55BaCl3GeN5O6